[1]
Entry from the OMol25 dataset: a structure of composition C27H35BF4N4P2Pd in a non-equilibrium geometry (the ωB97M-V functional and the def2-TZVPD basis).

Geometry (Å):
Pd 0.76 -2.65 1.38
C -0.99 1.59 4.73
C -1.58 1.17 3.61
C -0.98 1.24 2.24
C 0.35 0.43 1.99
C 1.60 0.80 2.75
C 1.75 1.92 3.45
C 0.75 3.05 3.77
C -0.12 2.73 4.95
C 0.54 -2.51 3.37
H -1.01 0.84 5.54
H -2.39 0.44 3.59
H -0.81 2.30 2.02
H -1.75 0.76 1.59
H 0.15 -0.69 2.14
H 0.57 0.56 0.90
H 2.49 0.13 2.64
H 2.76 2.21 3.80
H 0.16 3.29 2.89
H 1.31 3.95 4.05
H 0.48 2.49 5.84
H -0.82 3.53 5.19
H -0.45 -2.07 3.67
H 1.39 -1.82 3.59
H 0.70 -3.56 3.76
P 1.57 -1.25 -2.02
P -1.96 -0.71 -1.74
N 2.96 -0.18 -2.28
N 2.15 -2.49 -3.17
N -2.11 1.05 -1.94
N -3.60 -1.00 -2.31
C 0.47 -0.30 -3.16
C -0.94 -0.95 -3.30
C 3.62 0.37 -1.17
C 4.56 1.29 -1.61
C 4.49 1.33 -3.04
C 3.49 0.42 -3.42
C 2.34 -3.81 -2.76
C 2.73 -4.57 -3.86
C 2.78 -3.68 -4.99
C 2.41 -2.42 -4.54
C -1.92 1.83 -0.80
C -1.96 3.17 -1.12
C -2.14 3.25 -2.54
C -2.20 1.94 -3.01
C -4.41 -0.32 -3.23
C -5.39 -1.18 -3.70
C -5.23 -2.43 -3.01
C -4.16 -2.29 -2.15
H 0.90 -0.21 -4.18
H 0.39 0.71 -2.72
H -1.49 -0.54 -4.17
H -0.86 -2.05 -3.40
H 3.35 0.03 -0.18
H 5.23 1.87 -0.98
H 5.10 1.95 -3.71
H 3.14 0.17 -4.42
H 2.18 -4.08 -1.73
H 2.96 -5.61 -3.86
H 3.05 -3.95 -6.00
H 2.31 -1.49 -5.08
H -1.79 1.32 0.14
H -1.88 3.99 -0.41
H -2.21 4.16 -3.12
H -2.32 1.56 -4.03
H -4.24 0.73 -3.45
H -6.13 -0.96 -4.47
H -5.82 -3.32 -3.17
H -3.73 -2.97 -1.42
F -0.48 0.37 7.00
B -0.10 0.30 8.36
F 1.23 0.80 8.51
F -1.00 1.09 9.14
F -0.19 -1.07 8.73

Output
ΔE to the lowest compared entry with this formula, charge and spin = 85.1 kJ/mol
net charge = +2
largest force on an atom = 0.06269 Eh/bohr
LUMO energy (alpha / beta) = -6.24 / -10.05 eV
spin multiplicity = 5

[2]
Entry from the OMol25 dataset: a structure of composition C6H4BrClN2O5SW (the ωB97M-V functional and the def2-TZVPD basis).

Geometry (Å):
W -1.70 -0.47 -0.13
O 3.92 1.94 -0.65
C 2.79 1.30 -0.46
C 2.67 0.11 0.28
C 1.43 -0.46 0.42
N 0.33 0.08 -0.16
C 0.49 1.21 -0.87
Br -1.23 1.69 -1.55
C 1.65 1.88 -1.06
H 4.69 1.51 -0.23
H 3.53 -0.34 0.75
H 1.28 -1.35 1.01
H 1.72 2.79 -1.64
O -2.74 -1.33 1.71
Cl -3.23 0.07 1.77
O -4.15 0.39 2.73
O -3.62 0.27 0.29
O -1.94 0.81 1.75
S -2.21 -4.70 -1.73
C -1.95 -3.28 -1.29
N -1.73 -2.10 -0.93

Output
ΔE to the lowest compared entry with this formula, charge and spin = 66.4 kJ/mol
net charge = +2
largest force on an atom = 0.01314 Eh/bohr
LUMO energy (alpha / beta) = -9.37 / -9.37 eV

[3]
Entry from the OMol25 dataset: a structure of composition C98H218FeN3O15P6 in a non-equilibrium geometry (the ωB97M-V functional and the def2-TZVPD basis).

Geometry (Å):
Fe 0.49 -0.25 -0.82
C -5.17 -1.41 2.05
C -4.66 -0.07 1.32
C -5.84 0.73 0.73
C -5.44 2.15 0.42
P -6.54 3.30 -0.62
C -5.46 4.72 -1.26
C -6.18 5.75 -2.23
C -6.84 6.97 -1.58
C -5.78 7.98 -1.17
C -7.09 2.40 -2.15
C -6.01 2.01 -3.23
C -6.16 0.70 -4.00
C -5.20 0.51 -5.12
C -8.03 3.78 0.32
C -9.42 4.01 -0.40
C -10.32 2.76 -0.50
C -11.70 3.13 -1.13
H -5.76 -2.11 1.46
H -5.79 -1.05 2.88
H -4.32 -1.94 2.47
H -3.97 -0.37 0.52
H -4.03 0.57 1.92
H -6.72 0.64 1.37
H -6.31 0.30 -0.16
H -4.52 2.10 -0.17
H -5.25 2.69 1.35
H -4.55 4.36 -1.74
H -4.98 5.26 -0.44
H -6.95 5.13 -2.70
H -5.47 6.09 -2.98
H -7.49 6.65 -0.77
H -7.38 7.61 -2.27
H -5.11 8.17 -2.01
H -5.10 7.81 -0.33
H -6.14 8.99 -0.95
H -7.85 2.97 -2.69
H -7.71 1.54 -1.93
H -4.97 2.17 -2.96
H -5.94 2.68 -4.09
H -7.16 0.61 -4.43
H -5.93 -0.08 -3.26
H -4.19 0.41 -4.71
H -5.24 1.46 -5.67
H -5.44 -0.43 -5.61
H -7.72 4.77 0.66
H -8.04 3.42 1.35
H -9.19 4.37 -1.40
H -9.92 4.79 0.17
H -10.39 2.48 0.56
H -9.65 2.04 -0.96
H -12.47 3.67 -0.58
H -12.16 2.24 -1.56
H -11.55 3.70 -2.05
C 3.39 4.09 -5.31
C 3.02 5.23 -4.36
C 1.51 5.34 -4.12
C 0.62 5.63 -5.32
P -1.03 4.99 -5.16
C -2.10 5.43 -6.59
C -3.61 5.09 -6.26
C -4.58 5.80 -7.26
C -6.06 5.66 -6.77
C -1.88 5.71 -3.69
C -2.14 7.25 -3.64
C -2.25 7.75 -2.19
C -2.45 9.29 -2.05
C -0.97 3.15 -4.92
C -0.33 2.27 -6.10
C -0.29 0.76 -5.78
C -1.69 0.11 -5.62
H 3.04 4.37 -6.31
H 2.91 3.12 -5.20
H 4.46 3.97 -5.40
H 3.28 6.15 -4.89
H 3.47 5.22 -3.37
H 1.38 6.17 -3.44
H 1.27 4.38 -3.65
H 1.07 5.17 -6.19
H 0.55 6.68 -5.58
H -1.55 5.01 -7.43
H -2.07 6.50 -6.77
H -4.02 5.28 -5.27
H -3.74 4.03 -6.50
H -4.59 5.41 -8.27
H -4.33 6.86 -7.33
H -6.78 6.29 -7.28
H -6.12 5.80 -5.69
H -6.38 4.63 -6.91
H -1.17 5.47 -2.90
H -2.71 5.08 -3.37
H -3.05 7.49 -4.18
H -1.25 7.81 -3.94
H -1.32 7.53 -1.66
H -3.06 7.19 -1.71
H -2.25 9.69 -1.05
H -3.49 9.58 -2.19
H -1.89 9.85 -2.80
H -2.02 2.93 -4.70
H -0.36 3.01 -4.02
H 0.70 2.61 -6.23
H -0.79 2.45 -7.07
H 0.34 0.66 -4.89
H 0.22 0.18 -6.54
H -1.99 0.49 -4.64
H -1.59 -0.95 -5.84
H -2.29 0.66 -6.34
C 8.78 -6.27 -0.21
C 9.17 -5.53 1.11
C 8.03 -4.76 1.77
C 8.58 -3.87 2.87
P 7.14 -2.83 3.45
C 6.93 -1.32 2.43
C 5.98 -0.21 2.76
C 5.75 0.85 1.61
C 4.63 1.88 2.00
C 5.53 -3.78 3.31
C 5.45 -4.89 4.30
C 4.11 -5.60 4.11
C 4.00 -7.05 4.63
C 7.46 -2.47 5.22
C 8.81 -1.81 5.63
C 8.88 -0.31 5.31
C 8.22 0.72 6.24
H 8.36 -5.63 -0.99
H 8.19 -7.18 -0.09
H 9.78 -6.63 -0.42
H 9.93 -4.77 0.93
H 9.49 -6.29 1.83
H 7.37 -5.50 2.21
H 7.43 -4.17 1.07
H 9.43 -3.35 2.41
H 8.87 -4.44 3.75
H 6.61 -1.69 1.45
H 7.91 -0.85 2.37
H 6.30 0.25 3.69
H 4.96 -0.56 2.91
H 5.51 0.35 0.67
H 6.72 1.33 1.46
H 4.87 2.32 2.97
H 3.64 1.47 2.17
H 4.45 2.68 1.27
H 5.45 -3.95 2.23
H 4.79 -3.04 3.60
H 5.39 -4.53 5.33
H 6.20 -5.67 4.20
H 3.90 -5.64 3.04
H 3.28 -5.06 4.56
H 3.72 -7.00 5.69
H 4.96 -7.51 4.43
H 3.23 -7.61 4.10
H 7.39 -3.44 5.70
H 6.66 -1.89 5.68
H 9.55 -2.31 4.99
H 9.06 -2.03 6.66
H 8.80 -0.21 4.23
H 9.94 -0.20 5.53
H 7.14 0.81 6.15
H 8.63 1.73 6.13
H 8.46 0.54 7.29
C 0.84 -4.08 1.74
C 0.32 -4.70 3.09
C 0.14 -6.21 3.08
C -1.05 -6.82 2.30
P -2.75 -6.15 2.72
C -3.12 -4.69 1.72
C -2.90 -4.78 0.21
C -3.49 -3.69 -0.70
C -4.70 -4.17 -1.45
C -4.13 -7.36 2.34
C -4.18 -8.32 1.11
C -3.05 -9.47 1.00
C -3.48 -10.64 1.93
C -2.80 -5.56 4.56
C -4.20 -5.29 5.17
C -4.03 -4.92 6.70
C -3.54 -3.54 7.05
H 1.61 -4.80 1.47
H 1.26 -3.08 1.87
H 0.02 -3.86 1.06
H -0.61 -4.23 3.39
H 1.06 -4.40 3.83
H 0.14 -6.59 4.10
H 1.05 -6.66 2.67
H -1.05 -7.86 2.60
H -0.68 -6.67 1.28
H -2.45 -3.98 2.20
H -4.14 -4.35 1.90
H -3.10 -5.77 -0.20
H -1.83 -4.84 0.00
H -2.69 -3.35 -1.36
H -3.85 -2.84 -0.11
H -5.44 -4.22 -0.65
H -4.52 -5.18 -1.81
H -5.06 -3.63 -2.33
H -4.97 -6.68 2.19
H -4.25 -7.94 3.25
H -4.05 -7.68 0.24
H -5.19 -8.71 0.96
H -2.02 -9.16 1.19
H -3.04 -9.81 -0.04
H -4.21 -10.34 2.68
H -2.66 -11.05 2.52
H -3.81 -11.58 1.50
H -2.04 -4.79 4.71
H -2.34 -6.42 5.05
H -4.88 -6.13 5.02
H -4.69 -4.48 4.64
H -3.42 -5.63 7.26
H -5.02 -5.05 7.12
H -4.20 -2.74 6.70
H -2.53 -3.35 6.70
H -3.46 -3.39 8.13
C 3.01 3.47 5.16
C 2.10 3.20 6.44
C 0.70 3.71 6.33
C -0.22 2.69 5.58
P -1.92 3.26 5.32
C -3.25 2.10 5.05
C -4.55 2.57 4.36
C -5.88 2.05 4.96
C -6.05 2.54 6.34
C -1.84 4.29 3.77
C -1.46 3.64 2.48
C -1.25 4.64 1.28
C -2.55 5.69 1.19
C -2.55 4.51 6.52
C -2.17 5.96 6.30
C -3.10 7.00 6.98
C -3.05 7.04 8.52
H 2.49 3.11 4.27
H 4.01 3.04 5.23
H 3.26 4.52 4.96
H 2.58 3.52 7.36
H 2.16 2.13 6.63
H 0.80 4.59 5.69
H 0.29 3.84 7.33
H -0.39 1.78 6.16
H 0.23 2.38 4.64
H -3.46 1.71 6.04
H -2.92 1.20 4.54
H -4.49 2.22 3.33
H -4.53 3.66 4.30
H -6.02 0.97 4.82
H -6.74 2.47 4.44
H -5.52 2.03 7.15
H -7.05 2.21 6.63
H -6.11 3.63 6.44
H -1.08 5.04 3.97
H -2.76 4.86 3.66
H -1.92 2.68 2.23
H -0.44 3.31 2.67
H -1.18 4.14 0.32
H -0.35 5.17 1.57
H -2.47 6.31 0.30
H -2.49 6.45 1.97
H -3.51 5.20 1.02
H -2.26 4.17 7.51
H -3.63 4.36 6.41
H -2.35 6.15 5.24
H -1.10 6.01 6.49
H -4.15 6.88 6.75
H -2.75 7.98 6.65
H -2.10 6.61 8.83
H -3.90 6.48 8.91
H -3.10 8.11 8.70
C 6.67 -4.86 -9.37
C 6.12 -3.51 -8.94
C 6.36 -3.25 -7.47
C 5.11 -3.49 -6.54
P 5.32 -3.15 -4.87
C 4.64 -1.57 -4.25
C 4.33 -0.32 -5.12
C 5.54 0.70 -4.92
C 5.48 1.42 -3.57
C 7.09 -3.16 -4.37
C 7.31 -3.41 -2.84
C 8.78 -3.27 -2.42
C 9.58 -4.42 -3.04
C 4.36 -4.57 -4.08
C 3.78 -4.38 -2.60
C 3.32 -5.75 -2.06
C 2.64 -5.64 -0.66
H 6.63 -5.57 -8.55
H 7.63 -4.80 -9.90
H 5.94 -5.31 -10.04
H 5.07 -3.59 -9.23
H 6.15 -2.66 -9.61
H 6.55 -2.20 -7.26
H 7.28 -3.70 -7.10
H 4.93 -4.57 -6.61
H 4.25 -2.90 -6.85
H 5.29 -1.38 -3.40
H 3.68 -1.78 -3.78
H 3.37 0.11 -4.85
H 4.21 -0.77 -6.11
H 5.55 1.42 -5.74
H 6.45 0.11 -5.06
H 6.41 1.98 -3.47
H 5.44 0.82 -2.66
H 4.62 2.08 -3.52
H 7.68 -2.34 -4.78
H 7.57 -4.00 -4.87
H 6.81 -4.33 -2.54
H 6.80 -2.66 -2.24
H 8.69 -3.30 -1.34
H 9.26 -2.32 -2.65
H 10.28 -4.03 -3.77
H 8.97 -5.29 -3.29
H 10.22 -4.78 -2.23
H 5.11 -5.37 -4.11
H 3.46 -4.89 -4.61
H 2.91 -3.76 -2.80
H 4.38 -3.84 -1.86
H 4.23 -6.33 -1.92
H 2.69 -6.17 -2.84
H 3.42 -5.25 0.00
H 2.35 -6.66 -0.39
H 1.84 -4.90 -0.68
O 2.60 2.96 -0.65
C 1.57 2.13 -0.86
O 1.43 1.34 -1.85
O 0.86 1.62 -0.04
H 2.62 3.35 0.23
O 0.18 -3.54 -3.06
C 0.25 -2.40 -2.42
O 0.89 -1.36 -2.62
O -0.24 -2.14 -1.32
H 0.72 -3.39 -3.85
N -2.31 1.03 -1.64
O -2.06 2.23 -2.03
O -1.35 0.35 -1.32
O -3.41 0.43 -1.70
N 3.41 -1.45 0.07
O 3.58 -2.31 0.96
O 2.28 -1.00 -0.08
O 4.21 -1.36 -0.85
N -0.96 -0.69 2.22
O -0.35 -0.56 1.16
O -1.40 -1.78 2.51
O -1.06 0.21 2.97

Output
net charge = +4
largest force on an atom = 0.18168 Eh/bohr
LUMO energy (alpha / beta) = -5.49 / -6.71 eV
spin multiplicity = 6